1.
28
Properties=species:S:1:pos:R:3:mulliken_charge:R:1 method="wB97M-V/def2-TZVPD" total_charge=-1 gap_ev=8.792 lumo_ha=0.1238 de_lowest_kcal_mol=75.0
C -2.12 -2.59 -0.94 -0.644
C -2.81 -1.41 -0.56 -0.530
C -0.84 -2.64 -0.44 -0.347
C -2.30 -0.51 0.27 0.187
C -0.25 -1.61 0.36 -0.561
C -1.05 -0.57 0.82 0.126
C 2.68 0.50 0.02 0.669
C 3.62 0.36 -1.20 -1.093
C -0.56 0.40 1.88 -0.549
C 0.07 1.62 1.16 -0.293
N 1.78 1.42 -0.05 -0.411
O -2.31 2.49 0.17 -0.743
O 2.82 -0.19 0.98 -0.677
O -0.31 3.39 -0.97 -0.813
P -0.94 2.22 -0.29 0.589
H -2.51 -3.54 -1.28 0.334
H -3.83 -1.39 -0.94 0.358
H -0.16 -3.52 -0.52 0.246
H -2.87 0.50 0.37 0.196
H 0.70 -1.71 0.75 0.593
H 3.16 0.19 -2.24 0.312
H 4.02 -0.72 -1.16 0.284
H 4.44 1.10 -1.23 0.267
H -1.55 0.82 2.29 0.309
H 0.07 0.09 2.74 0.369
H 0.38 2.39 1.83 0.620
H 1.64 2.01 -0.88 0.187
H -0.96 0.92 -0.93 0.016

2.
28
Properties=species:S:1:pos:R:3:mulliken_charge:R:1 method="wB97M-V/def2-TZVPD" total_charge=+1 gap_ev=7.862 lumo_ha=-0.2132 de_lowest_kcal_mol=14.9
C 3.39 -1.48 0.26 -0.188
C 2.34 -1.37 -0.60 -0.574
C 3.68 -0.43 1.13 -0.459
C 1.58 -0.25 -0.60 0.115
C 2.99 0.77 1.09 -0.674
C 1.75 0.82 0.23 0.959
C -0.23 2.27 -0.58 -1.021
C -2.66 -1.73 0.18 -0.334
C -3.66 -0.57 0.14 -0.339
C 0.99 2.01 0.11 -0.488
N -1.12 1.18 -0.81 -0.295
O -1.35 -1.15 0.03 -0.250
O -3.04 0.45 0.87 -0.383
O -0.56 0.75 1.73 -0.655
P -1.44 0.36 0.59 0.859
H 3.98 -2.49 0.29 0.312
H 2.11 -2.17 -1.41 0.297
H 4.50 -0.58 1.85 0.370
H 0.75 -0.25 -1.31 0.417
H 3.22 1.62 1.76 0.381
H -0.85 3.01 0.03 0.456
H 0.12 2.69 -1.49 0.415
H -2.74 -2.25 1.22 0.279
H -2.79 -2.50 -0.68 0.305
H -3.70 -0.14 -0.93 0.209
H -4.74 -0.82 0.51 0.311
H 1.38 2.97 0.36 0.582
H -2.02 1.54 -1.09 0.393

3.
27
Properties=species:S:1:pos:R:3:mulliken_spin:R:1 method="wB97M-V/def2-TZVPD" total_charge=+1 spin_multiplicity=4 gap_ev="6.187 / 7.651" lumo_ha="-0.1473 / -0.1463" de_lowest_kcal_mol=0.0
C 0.45 0.22 -2.96 -0.215
C 0.12 -0.42 -4.14 0.115
C -0.25 -1.77 -4.23 -0.196
C -0.27 -2.63 -3.12 0.138
C 0.04 -2.28 -1.81 -0.116
Tc -0.67 -0.49 -1.50 3.057
P 0.02 1.60 -0.66 0.017
H 1.00 1.16 -3.10 -0.004
H 0.19 0.13 -5.07 0.019
H -0.49 -2.17 -5.22 -0.010
H 0.30 -3.13 -1.16 0.005
H -0.51 -3.67 -3.32 0.024
H -0.97 2.24 0.14 0.028
H 0.18 2.66 -1.58 0.011
H 1.20 1.84 0.09 -0.009
S -0.50 -1.27 0.74 0.098
C -0.18 -0.22 2.07 -0.007
N -1.24 0.05 2.91 0.018
C -1.10 0.89 3.99 0.000
C 0.12 1.47 4.25 0.012
C 1.22 1.16 3.45 0.000
C 1.09 0.28 2.39 0.011
H -2.13 -0.40 2.72 0.001
H -1.99 1.03 4.59 0.000
H 0.22 2.14 5.10 0.001
H 2.19 1.61 3.67 0.000
H 1.92 -0.03 1.76 0.001

4.
25
Properties=species:S:1:pos:R:3:mulliken_charge:R:1 method="wB97M-V/def2-TZVPD" smiles="C[S@](=N)(=C1CC1)c1ccccc1" gap_ev=8.614 lumo_ha=0.0233 de_lowest_kcal_mol=132.0
C -3.63 0.46 -0.11 -0.625
C -2.69 1.39 0.42 -0.445
C -3.09 -0.70 -0.69 -0.436
C -1.31 1.08 0.51 -0.029
C -1.74 -0.95 -0.65 -0.457
C -0.87 -0.08 -0.03 -0.056
C 1.79 0.40 -1.07 -0.144
C 3.35 0.40 -0.87 -0.684
C 2.49 1.56 -0.47 -0.411
C 0.75 -1.08 1.87 -1.089
N 0.78 -2.09 -0.56 -0.956
S 0.89 -0.66 0.06 1.012
H -4.58 0.77 -0.48 0.337
H -3.08 2.40 0.64 0.338
H -3.60 -1.32 -1.31 0.467
H -0.54 1.84 0.73 0.324
H -1.21 -1.86 -0.87 0.539
H 3.67 -0.31 -0.24 0.291
H 3.95 0.45 -1.74 0.225
H 2.63 2.43 -1.08 0.238
H 2.43 1.83 0.55 0.231
H 1.73 -1.33 2.48 0.271
H 0.01 -0.40 2.28 0.403
H 0.31 -2.03 1.84 0.442
H 1.54 -2.22 -1.20 0.217

5.
28
Properties=species:S:1:pos:R:3:mulliken_charge:R:1 method="wB97M-V/def2-TZVPD" total_charge=-1 gap_ev="6.173 / 6.174" lumo_ha="0.1090 / 0.1090" de_lowest_kcal_mol=15.2
C -0.64 0.85 0.60 -0.297
C -0.72 2.07 0.09 0.137
C 2.91 -1.05 -0.62 0.254
C 1.70 -1.58 -0.69 -0.424
C -1.35 -0.30 0.02 0.743
C -4.05 0.62 0.24 0.825
C 0.12 3.24 0.58 -1.426
C 3.44 -0.02 -1.50 -1.222
C -0.19 -2.23 1.29 -0.594
C -1.24 -1.77 0.45 -0.167
O -4.60 -0.37 0.64 -0.586
O -3.93 1.78 0.25 -0.507
O -1.94 -2.67 -0.30 -0.566
S -2.58 -0.07 -1.15 -0.644
S 1.42 -2.87 0.59 -0.234
H 0.02 0.64 1.54 -0.110
H -1.48 2.13 -0.77 0.279
H 3.61 -1.46 0.22 0.227
H 0.72 -1.51 -1.30 0.340
H 0.63 3.51 -0.31 0.328
H 0.87 2.86 1.26 0.331
H -0.58 3.92 0.91 0.376
H 3.61 0.94 -1.02 0.274
H 4.45 -0.33 -1.71 0.361
H 2.85 0.02 -2.40 0.324
H 0.11 -1.29 2.02 0.154
H -0.50 -3.04 1.85 0.472
H -2.65 -2.02 -0.78 0.352

6.
28
Properties=species:S:1:pos:R:3:mulliken_charge:R:1 method="wB97M-V/def2-TZVPD" smiles="COP1(OC)=CO1.O=Cc1ccccc1" gap_ev=8.153 lumo_ha=0.0170 de_lowest_kcal_mol=116.8
C 2.85 2.15 -0.43 -0.412
C 2.51 1.79 -1.77 -0.260
C 2.48 1.35 0.65 -0.459
C 1.83 0.62 -2.00 -0.577
C 1.74 0.14 0.45 -0.297
C 1.41 -0.13 -0.89 0.737
C 0.55 -1.35 -1.08 -0.224
C -1.12 0.98 0.97 -0.420
C -3.93 -0.90 -0.74 -0.582
C -3.30 -1.29 3.71 -0.686
O -2.55 1.29 1.44 -0.388
O -0.19 -1.52 -2.01 -0.497
O -3.62 -0.89 0.61 -0.311
O -2.37 -1.02 2.68 -0.382
P -2.34 -0.28 1.30 0.905
H 3.43 3.05 -0.40 0.377
H 2.65 2.48 -2.67 0.285
H 2.63 1.66 1.69 0.353
H 1.48 0.25 -2.97 0.375
H 1.17 -0.42 1.25 0.208
H 0.53 -2.16 -0.28 0.389
H -1.11 1.37 -0.13 0.155
H -3.43 -1.80 -1.25 0.242
H -3.41 -0.10 -1.41 0.277
H -5.01 -0.90 -0.71 0.257
H -4.27 -1.06 3.44 0.336
H -3.04 -0.69 4.49 0.316
H -3.38 -2.34 3.93 0.283

7.
24
Properties=species:S:1:pos:R:3:mulliken_charge:R:1 method="wB97M-V/def2-TZVPD" smiles="c1ccccc1.C=C(C)C" gap_ev=10.036 lumo_ha=0.0372 de_lowest_kcal_mol=0.0
C -1.27 -1.88 -1.59 -0.998
C -0.02 -1.51 -1.31 0.974
C 0.60 -1.76 0.04 -0.992
C 0.86 -0.81 -2.32 -1.070
H -1.71 -1.70 -2.58 0.261
H -1.90 -2.39 -0.85 0.271
H -0.11 -2.27 0.71 0.285
H 0.90 -0.80 0.50 0.108
H 1.50 -2.38 -0.07 0.372
H 1.16 0.18 -1.93 0.146
H 1.77 -1.41 -2.50 0.332
H 0.33 -0.67 -3.27 0.325
C -0.68 1.61 -0.03 -0.327
C 0.59 2.10 0.29 -0.366
C -1.44 0.97 0.94 -0.335
C 1.09 1.93 1.59 -0.377
C -0.94 0.81 2.23 -0.379
C 0.32 1.29 2.56 -0.349
H -1.07 1.74 -1.05 0.355
H 1.20 2.60 -0.47 0.380
H -2.44 0.59 0.69 0.361
H 2.09 2.32 1.84 0.338
H -1.55 0.30 3.00 0.344
H 0.72 1.16 3.57 0.340

8.
33
Properties=species:S:1:pos:R:3:mulliken_charge:R:1 method="wB97M-V/def2-TZVPD" gap_ev=5.754 lumo_ha=-0.0391 de_lowest_kcal_mol=108.9
H 2.86 -1.12 2.48 0.395
N 1.52 -0.73 0.87 -0.136
B 0.47 -0.55 -1.48 0.253
N 1.61 -0.99 -0.49 0.131
C 2.79 -1.57 -0.78 -0.216
Ca -0.73 1.05 1.88 1.173
H 3.05 -1.83 -1.79 0.431
C 3.50 -1.70 0.41 -0.939
H 4.49 -2.11 0.53 0.380
C 2.66 -1.18 1.42 -0.250
H 0.75 -0.86 -2.60 -0.135
C -2.85 1.74 1.82 -1.426
H -2.35 2.00 2.85 0.157
H -3.25 0.67 1.78 0.377
H -2.52 2.46 1.00 0.355
N 0.30 0.96 -1.27 -0.031
N -0.82 -1.30 -1.01 0.052
N 0.08 1.52 0.01 -0.330
N -1.37 -1.04 0.25 -0.150
C 0.34 1.93 -2.17 -0.108
C -1.53 -2.25 -1.65 -0.189
H 0.49 1.70 -3.20 0.469
H -1.23 -2.58 -2.62 0.445
C 0.17 3.14 -1.57 -1.078
C -2.60 -2.63 -0.83 -0.950
C 0.05 2.87 -0.22 0.081
C -2.45 -1.84 0.34 -0.317
H 0.12 4.12 -2.02 0.387
H -3.35 -3.35 -1.04 0.397
H -0.11 3.57 0.62 0.410
H -3.08 -1.85 1.22 0.421
H 1.05 0.80 3.48 0.295
F 1.93 0.96 3.78 -0.349

9.
39
Properties=species:S:1:pos:R:3:mulliken_charge:R:1 method="wB97M-V/def2-TZVPD" total_charge=+2 gap_ev="5.123 / 4.805" lumo_ha="-0.3838 / -0.3929"
C -2.29 1.61 -0.05 -0.095
N -1.15 0.94 -0.26 0.264
N -1.38 0.12 -1.36 0.008
C -2.60 0.37 -1.87 0.061
C -3.23 1.30 -1.05 -1.087
B -0.32 -0.81 -2.01 0.196
N 0.99 0.05 -1.86 -0.300
N 1.36 0.90 -0.82 0.231
C 2.50 1.51 -1.22 0.023
C 2.80 1.14 -2.54 -1.229
C 1.82 0.23 -2.92 -0.069
Mg 0.71 2.01 1.27 1.212
N -0.34 -2.27 -1.40 0.426
N -0.20 -2.38 -0.05 -0.517
C -0.25 -3.66 0.28 -0.090
C -0.47 -4.44 -0.88 -0.656
C -0.53 -3.51 -1.94 -0.034
H -0.15 -3.98 1.32 0.491
H -0.70 -3.64 -3.00 0.485
H -0.56 -5.50 -0.92 0.466
H -0.58 -0.94 -3.18 -0.087
H 1.62 -0.31 -3.84 0.435
H -2.89 -0.13 -2.79 0.488
H 3.62 1.47 -3.13 0.448
H -4.22 1.69 -1.15 0.458
H 3.05 2.15 -0.55 0.358
H -2.40 2.25 0.82 0.591
H 2.12 0.61 1.44 0.173
C 2.57 1.40 2.05 -0.711
H 3.58 1.51 1.62 0.436
H 2.08 2.42 2.12 0.205
H 2.62 0.97 3.06 0.343
F -2.16 1.70 5.09 -0.344
Te -1.07 1.10 3.60 2.114
F -0.05 0.22 2.19 -0.630
F 0.56 1.29 4.59 -0.396
F -1.14 -0.74 4.17 -0.354
F -2.65 0.76 2.57 -0.414
O -0.63 2.63 2.61 -0.902

10.
28
Properties=species:S:1:pos:R:3:mulliken_spin:R:1 method="wB97M-V/def2-TZVPD" total_charge=+1 spin_multiplicity=2 gap_ev="8.047 / 7.599" lumo_ha="-0.1161 / -0.1157"
V 0.30 -0.11 0.37 1.085
Cl 0.10 0.77 2.50 0.000
C -0.62 2.34 1.93 -0.016
Cl -0.67 2.05 0.14 -0.011
H 0.03 3.17 2.16 -0.001
H -1.62 2.46 2.33 0.000
C 2.80 -1.84 1.03 0.001
N 1.53 -1.74 0.26 -0.012
C 1.83 -1.39 -1.16 0.005
C 0.74 -3.01 0.33 -0.003
C -0.73 -2.75 0.10 0.033
C -1.62 -3.80 -0.10 -0.015
C -2.97 -3.54 -0.26 0.033
C -3.44 -2.24 -0.21 -0.022
C -2.55 -1.19 0.00 0.019
C -1.18 -1.43 0.16 -0.098
H 3.44 -2.63 0.64 -0.001
H 2.56 -2.06 2.07 0.000
H 3.33 -0.90 0.98 0.002
H 2.44 -2.16 -1.64 0.005
H 2.40 -0.46 -1.21 -0.002
H 0.90 -1.29 -1.73 -0.002
H 0.91 -3.42 1.33 -0.001
H 1.16 -3.72 -0.39 0.001
H -1.25 -4.83 -0.16 -0.001
H -3.66 -4.36 -0.42 0.002
H -4.50 -2.04 -0.33 -0.001
H -2.95 -0.18 0.02 -0.001

11.
26
Properties=species:S:1:pos:R:3:mulliken_charge:R:1 method="wB97M-V/def2-TZVPD" smiles=CC(C)(N)Cc1ccccc1Cl gap_ev=9.829 lumo_ha=0.0320 de_lowest_kcal_mol=26.4
C 3.35 1.17 0.57 -1.581
C 1.78 0.96 0.84 1.769
C 1.44 0.40 2.24 -1.738
C 1.27 -0.13 -0.18 -1.394
C -0.13 -0.14 -0.72 0.013
C -0.43 0.70 -1.78 -0.178
C -1.73 0.81 -2.34 -0.809
C -2.70 -0.10 -1.84 -0.498
C -2.39 -0.99 -0.81 -0.478
C -1.15 -1.00 -0.22 0.282
H 3.86 1.34 1.51 0.382
H 3.91 0.28 0.16 0.258
H 3.44 1.88 -0.27 0.430
H 0.39 0.38 2.48 0.368
H 1.86 1.11 2.94 0.462
H 1.75 -0.64 2.45 0.301
H 1.21 3.00 1.25 0.257
H 0.08 2.12 0.29 0.265
H 1.50 -1.13 0.13 0.701
H 1.90 0.15 -1.08 0.350
H 0.35 1.44 -1.96 0.418
H -1.94 1.61 -3.02 0.389
H -3.61 -0.07 -2.26 0.514
H -3.20 -1.63 -0.48 0.379
N 1.11 2.22 0.51 -0.654
Cl -0.89 -2.09 1.16 -0.208

12.
28
Properties=species:S:1:pos:R:3:mulliken_spin:R:1 method="wB97M-V/def2-TZVPD" spin_multiplicity=6 gap_ev="6.404 / 3.605" lumo_ha="0.0183 / 0.0131" de_lowest_kcal_mol=22.0
C -1.79 -3.12 -1.21 -0.187
C -2.01 -2.90 0.18 -0.008
C -2.48 -1.55 0.34 -0.066
C -2.57 -0.96 -0.96 0.070
C -2.14 -1.92 -1.92 0.038
Dy -0.19 -1.33 -0.41 5.731
P 1.86 -2.21 -1.85 -0.137
H -1.43 -4.04 -1.67 0.007
H -1.77 -3.59 0.98 0.044
H -2.60 -1.04 1.29 0.014
H -2.15 -1.80 -3.00 0.008
H -2.88 0.06 -1.19 0.013
H 1.87 -1.97 -3.29 -0.058
H 2.21 -3.62 -1.65 -0.017
H 3.03 -1.47 -1.35 -0.026
N 1.59 4.17 2.08 -0.010
C 1.20 3.01 1.50 0.016
C 2.18 2.19 0.87 -0.032
C 1.75 1.02 0.30 -0.118
N 0.42 0.70 0.33 -0.101
C -0.54 1.45 0.94 0.067
C -0.17 2.64 1.53 -0.125
H 2.56 4.45 2.08 -0.001
H 0.91 4.77 2.55 -0.002
H 3.23 2.47 0.84 -0.009
H 2.40 0.30 -0.21 -0.073
H -1.56 1.06 0.90 -0.015
H -0.93 3.26 2.01 -0.027

13.
32
Properties=species:S:1:pos:R:3:mulliken_charge:R:1 method="wB97M-V/def2-TZVPD" total_charge=+3 gap_ev=6.618 lumo_ha=-0.5228 de_lowest_kcal_mol=91.0
Pd -0.58 -1.02 0.05 0.586
C -1.97 3.00 0.15 -1.301
C -1.16 1.89 -0.43 0.689
O -1.51 0.68 -0.11 -0.578
N -0.21 2.14 -1.29 0.041
C 0.51 1.12 -2.04 -1.523
C 1.62 0.47 -1.25 1.294
C 2.95 0.72 -1.50 -0.773
C 3.93 0.01 -0.82 -0.258
C 3.56 -0.97 0.09 -0.874
C 2.21 -1.17 0.32 0.067
N 1.28 -0.46 -0.33 0.138
H -2.64 2.63 0.92 0.363
H -2.56 3.47 -0.64 0.397
H -1.30 3.76 0.57 0.444
H 0.01 3.12 -1.47 0.306
H 0.91 1.58 -2.94 0.548
H -0.21 0.37 -2.37 0.376
H 3.22 1.46 -2.25 0.450
H 4.98 0.21 -1.01 0.472
H 4.29 -1.57 0.62 0.457
H 1.89 -1.94 1.01 0.482
C -2.78 -3.23 0.96 -0.640
O -2.32 -2.13 0.08 -0.406
H -3.48 -3.83 0.39 0.329
H -3.27 -2.83 1.85 0.343
H -1.91 -3.83 1.22 0.324
H -3.10 -1.71 -0.31 0.328
F -1.61 -1.19 2.77 -0.016
C -0.59 -0.50 2.51 0.999
F 0.53 -1.00 2.76 -0.035
F -0.70 0.74 2.50 -0.027

14.
25
Properties=species:S:1:pos:R:3:mulliken_charge:R:1 method="wB97M-V/def2-TZVPD" total_charge=+1 gap_ev=7.430 lumo_ha=-0.2068 de_lowest_kcal_mol=50.7
C -0.68 -0.20 1.38 -0.265
C 0.97 -1.96 1.11 -0.785
C -1.07 1.59 -0.35 -0.445
C -0.30 0.46 0.23 0.532
C -0.07 -1.45 1.91 0.753
C 1.30 -1.33 -0.20 -0.484
C 0.85 0.04 -0.44 0.594
C -0.54 -2.10 3.14 -1.348
C 1.52 0.76 -1.55 -1.317
C -1.34 2.43 -2.57 -0.956
N -0.81 1.58 -1.57 -0.328
H -1.61 0.25 1.90 0.351
H 1.54 -2.85 1.43 0.386
H -1.61 2.34 0.28 0.410
H 2.39 -1.39 -0.55 0.446
H 0.79 -2.03 -0.89 0.376
H -0.57 -1.46 4.07 0.320
H 0.02 -3.05 3.48 0.329
H -1.56 -2.53 3.09 0.324
H 2.62 0.82 -1.37 0.496
H 1.20 1.82 -1.40 0.311
H 1.17 0.34 -2.54 0.291
H -1.47 1.90 -3.46 0.332
H -0.46 3.08 -2.79 0.325
H -2.29 2.93 -2.36 0.352

15.
26
Properties=species:S:1:pos:R:3:mulliken_charge:R:1 method="wB97M-V/def2-TZVPD" gap_ev="7.076 / 7.077" lumo_ha="0.0199 / 0.0199" de_lowest_kcal_mol=80.0
C -3.09 1.17 0.13 -0.806
C -3.30 -0.14 0.02 -0.211
C -1.79 1.68 0.07 -0.444
C -2.23 -1.00 0.01 -0.871
C -0.64 0.93 -0.06 -0.331
C -0.90 -0.53 -0.12 1.498
C 1.64 0.72 0.06 0.915
C 1.56 0.41 1.59 -1.222
C 2.94 0.75 -0.69 -1.204
C 0.49 -2.51 -0.54 -1.111
N 0.62 1.42 -0.43 -0.156
N 0.21 -1.23 0.00 -0.318
H -4.00 1.87 -0.05 0.216
H -4.34 -0.52 -0.05 0.324
H -1.61 2.71 0.00 0.425
H -2.60 -2.09 0.11 0.095
H 0.86 -0.37 1.93 0.302
H 1.39 1.36 2.15 0.298
H 2.53 0.05 1.82 0.464
H 3.83 1.08 -0.17 0.335
H 2.68 1.31 -1.56 0.327
H 3.14 -0.30 -0.96 0.284
H -0.38 -3.11 -0.25 0.343
H 0.87 -2.58 -1.58 0.254
H 1.41 -2.80 -0.01 0.296
H 0.71 1.75 -1.41 0.298

16.
28
Properties=species:S:1:pos:R:3:mulliken_charge:R:1 method="wB97M-V/def2-TZVPD" gap_ev=10.017 lumo_ha=0.0275 de_lowest_kcal_mol=138.0
C -1.94 -0.39 3.79 -0.693
C -0.71 -0.66 3.21 -0.586
C -2.73 0.26 2.91 -0.169
C -0.23 0.07 2.10 -0.303
C -2.32 0.94 1.86 -0.413
C -0.99 1.06 1.49 0.773
C 2.29 -0.13 -3.15 -1.192
C 1.39 -2.00 -1.92 -1.217
C -0.44 1.91 0.38 -0.934
C 1.76 -0.53 -1.71 0.346
N 0.68 0.18 -1.21 -0.431
N -0.29 0.71 -1.71 1.091
O -0.86 1.61 -0.80 -0.348
O -0.90 0.53 -2.73 -0.684
H -2.34 -0.76 4.68 0.453
H -0.15 -1.40 3.61 0.477
H -3.81 0.19 3.29 0.214
H 0.78 -0.09 1.80 0.367
H -2.99 1.64 1.26 0.272
H 1.33 -0.13 -3.77 0.324
H 2.72 0.84 -3.49 0.316
H 2.95 -0.97 -3.54 0.284
H 1.01 -2.12 -2.99 0.288
H 0.90 -2.61 -1.21 0.401
H 2.48 -2.52 -2.17 0.292
H -0.78 3.01 0.44 0.368
H 0.63 1.89 0.54 0.411
H 2.56 -0.55 -0.98 0.294

17.
29
Properties=species:S:1:pos:R:3:mulliken_charge:R:1 method="wB97M-V/def2-TZVPD" gap_ev="6.594 / 7.510" lumo_ha="-0.0293 / -0.0068" de_lowest_kcal_mol=46.6
C 3.13 2.36 0.00 0.295
C 2.98 -2.07 -0.62 -0.261
C 3.95 -0.46 0.30 0.054
C 0.24 1.11 0.39 -0.145
C -2.29 1.55 -0.84 -1.208
C -0.03 -1.44 1.90 -1.175
C -1.38 0.42 -1.28 -0.812
C -1.05 -0.87 0.93 -0.650
C 2.62 1.34 -0.76 -0.391
C -0.38 -0.06 -0.20 1.257
N 3.52 3.24 0.64 -0.519
N 3.95 -1.78 0.26 -0.613
N 2.38 -1.01 -1.13 -0.955
N 3.00 0.02 -0.54 0.660
O 0.11 1.96 1.17 -0.326
H 2.70 -3.06 -0.90 0.447
H 4.59 0.15 0.89 0.442
H -3.06 1.71 -1.59 0.409
H -2.79 1.32 0.10 0.291
H -1.74 2.48 -0.71 0.328
H -0.53 -2.05 2.66 0.419
H 0.52 -0.65 2.41 0.339
H 0.69 -2.08 1.38 0.240
H -0.82 0.73 -2.17 0.381
H -1.97 -0.45 -1.56 0.392
H -1.75 -0.23 1.48 0.277
H -1.61 -1.68 0.47 0.378
H 2.13 1.54 -1.70 0.404
H 0.39 -0.68 -0.68 0.040

no.,total energy (hartree)
1,-1010.6944
2,-1010.4305
3,-1263.5300
4,-841.5244
5,-1410.8908
6,-1030.9993
7,-389.4158
8,-1520.2924
9,-1784.8831
10,-2308.2530
11,-904.3653
12,-1725.2041
13,-1075.7082
14,-443.8351
15,-498.8249
16,-649.1807
17,-683.5997